1.
Entry from the OMol25 dataset: a cluster of 2 separate species, C4H12 in total (ωB97M-V/def2-TZVPD).

Values from the calculation:
ΔE to the lowest compared entry with this formula, charge and spin ... 0.407 eV
Highest occupied orbital energy ... -11.441 eV
E_tot ... -4342.121 eV
SMILES ... CC.CC

Structure (ORCA input):
```
! wB97M-V def2-TZVPD RIJCOSX def2/J DEFGRID3
* xyz 0 1
C -1.055 0.399 1.975
C 0.310 0.796 1.428
H -1.162 -0.620 2.351
H -1.285 0.923 2.910
H -1.883 0.630 1.307
H 0.287 1.185 0.423
H 0.813 1.526 2.068
H 1.004 -0.045 1.470
C -0.392 -0.494 -1.698
C 1.128 -0.697 -1.726
H -0.685 0.109 -0.843
H -0.657 0.152 -2.540
H -1.010 -1.389 -1.673
H 1.433 -1.003 -0.726
H 1.628 0.162 -2.165
H 1.383 -1.559 -2.352
*
```

=====

2.
Entry from the OMol25 dataset: a cluster of 2 separate species, C4H12 in total (ωB97M-V/def2-TZVPD).

Values from the calculation:
ΔE to the lowest compared entry with this formula, charge and spin ... 0.703 eV
Highest occupied orbital energy ... -11.133 eV
E_tot ... -4341.826 eV
SMILES ... CC.CC

Structure (ORCA input):
```
! wB97M-V def2-TZVPD RIJCOSX def2/J DEFGRID3
* xyz 0 1
C -1.316 -0.085 1.273
C -1.362 -1.618 1.322
H -1.986 0.328 2.107
H -0.249 0.253 1.383
H -1.607 0.294 0.258
H -0.650 -1.963 0.545
H -2.342 -1.918 1.008
H -0.964 -1.943 2.250
C 1.751 0.446 -0.814
C 0.888 1.209 -1.772
H 2.803 0.743 -0.695
H 1.274 0.514 0.165
H 1.954 -0.609 -1.103
H -0.168 1.046 -1.478
H 1.171 1.201 -2.829
H 0.998 2.346 -1.664
*
```

=====

3.
Entry from the OMol25 dataset: a cluster of 2 separate species, C4H12 in total (ωB97M-V/def2-TZVPD).

Values from the calculation:
ΔE to the lowest compared entry with this formula, charge and spin ... 0.636 eV
Highest occupied orbital energy ... -11.254 eV
E_tot ... -4341.892 eV
SMILES ... CC.CC

Structure (ORCA input):
```
! wB97M-V def2-TZVPD RIJCOSX def2/J DEFGRID3
* xyz 0 1
C 0.267 -1.257 0.750
C 1.086 -2.141 1.697
H -0.327 -1.903 0.116
H -0.408 -0.629 1.290
H 0.977 -0.691 0.176
H 1.399 -1.529 2.543
H 1.878 -2.664 1.145
H 0.709 -2.969 2.328
C -0.355 1.327 -0.679
C -0.971 2.136 -1.844
H -0.388 0.263 -0.903
H 0.689 1.529 -0.480
H -0.969 1.530 0.193
H -0.525 1.934 -2.803
H -2.032 1.850 -1.857
H -1.030 3.214 -1.673
*
```

=====

4.
Entry from the OMol25 dataset: a cluster of 2 separate species, C4H12 in total (ωB97M-V/def2-TZVPD).

Values from the calculation:
ΔE to the lowest compared entry with this formula, charge and spin ... 0.246 eV
Highest occupied orbital energy ... -11.541 eV
E_tot ... -4342.282 eV
SMILES ... CC.CC

Structure (ORCA input):
```
! wB97M-V def2-TZVPD RIJCOSX def2/J DEFGRID3
* xyz 0 1
C 0.798 1.911 0.458
C 1.176 1.719 -1.027
H -0.192 1.529 0.673
H 1.449 1.407 1.178
H 0.905 2.974 0.672
H 1.530 0.709 -1.225
H 0.290 1.970 -1.606
H 1.954 2.381 -1.278
C -1.088 -2.329 -0.317
C -0.852 -1.326 0.805
H -2.122 -2.253 -0.629
H -0.390 -2.221 -1.144
H -0.953 -3.345 0.056
H 0.192 -1.182 1.080
H -1.463 -1.626 1.664
H -1.234 -0.318 0.639
*
```

=====

Number 2 is which compound?
C4H12

=====

Among the records above, which one has the highest ΔE to the lowest compared entry with this formula, charge and spin?
number 2

=====

The lowest highest occupied orbital energy belongs to which entry?
number 4

=====

Which value of ΔE to the lowest compared entry with this formula, charge and spin does entry 2 give?
0.703 eV